{"formula": "C22H30Br42N3O4S", "method": "ωB97M-V/def2-TZVPD", "elements": ["N", "C", "C", "C", "O", "N", "O", "C", "C", "C", "N", "C", "S", "O", "O", "C", "H", "H", "H", "H", "H", "H", "H", "H", "H", "H", "H", "H", "H", "H", "H", "H", "C", "Br", "Br", "Br", "H", "C", "Br", "Br", "Br", "H", "C", "Br", "Br", "Br", "H", "C", "Br", "Br", "Br", "H", "C", "Br", "Br", "Br", "H", "C", "Br", "Br", "Br", "H", "C", "Br", "Br", "Br", "H", "C", "Br", "Br", "Br", "H", "C", "Br", "Br", "Br", "H", "C", "Br", "Br", "Br", "H", "C", "Br", "Br", "Br", "H", "C", "Br", "Br", "Br", "H", "C", "Br", "Br", "Br", "H", "C", "Br", "Br", "Br", "H"], "positions_angstrom": [[-0.9491, -1.1289, 4.8081], [-1.7124, -1.5093, 3.8554], [-1.9753, -0.6923, 2.5622], [-1.0030, -1.0843, 1.3675], [-0.7203, 0.1119, 0.5668], [0.0371, 1.0006, 1.2872], [0.8829, 1.4576, 0.6014], [-1.8034, -2.0255, 0.3996], [-1.8904, -3.4401, 1.1294], [-0.4150, -3.9494, 1.2760], [0.4405, -3.0849, 2.1367], [1.8710, -3.4919, 2.2169], [2.6942, -3.6871, 0.5941], [2.0103, -2.9830, -0.5142], [2.8077, -5.1373, 0.2977], [0.3868, -1.6252, 1.8294], [-0.5755, -0.2072, 4.5426], [-2.2227, -2.4881, 3.9839], [-2.0094, 0.3968, 2.8439], [-3.0134, -0.9418, 2.2302], [-2.8071, -1.6055, 0.1718], [-1.2491, -2.1624, -0.5609], [-2.4414, -3.3826, 2.0878], [-2.3954, -4.1250, 0.4161], [-0.4691, -4.9479, 1.7787], [-0.0200, -4.1398, 0.2595], [0.0781, -3.1834, 3.0982], [2.4382, -2.7204, 2.7976], [1.9935, -4.4342, 2.8022], [3.9974, -3.1953, 0.6541], [0.6277, -1.1000, 2.7893], [1.1584, -1.2801, 1.1078], [-6.0179, -0.3165, -0.6843], [-6.2719, -2.2343, -0.6013], [-7.1196, 0.6155, 0.6013], [-4.1521, 0.1680, -0.4992], [-6.3341, 0.0039, -1.6703], [2.7661, 4.0223, -0.9525], [3.3093, 3.0164, -2.5121], [4.1415, 5.2534, -0.3712], [1.0782, 4.9177, -1.2606], [2.6139, 3.3120, -0.1484], [2.7078, 5.7769, -5.8001], [2.7155, 6.6698, -7.5175], [2.9639, 7.0201, -4.3389], [1.1163, 4.7052, -5.5586], [3.5524, 5.0971, -5.7908], [1.3939, 0.0055, 7.7940], [1.0845, 1.4720, 6.5663], [-0.1601, -0.3591, 8.8855], [2.0108, -1.5803, 6.8708], [2.1887, 0.3133, 8.4632], [-8.9419, 3.0577, 3.2717], [-8.5192, 1.2921, 3.9460], [-7.4263, 3.8753, 2.3840], [-10.5081, 3.0331, 2.1385], [-9.1783, 3.6757, 4.1297], [5.1287, 4.0270, -8.9786], [4.6820, 2.4847, -7.8961], [6.9937, 4.0310, -9.4919], [3.9610, 4.1897, -10.5117], [4.9653, 4.9044, -8.3635], [5.4948, -3.1228, 5.3083], [5.3778, -2.1854, 3.6138], [5.8591, -1.9149, 6.7707], [3.9211, -4.2039, 5.6326], [6.3372, -3.8013, 5.2388], [-2.4795, 4.0642, 2.0294], [-1.3055, 5.5917, 2.1708], [-3.1206, 3.8134, 0.2229], [-1.6394, 2.4552, 2.7161], [-3.3448, 4.2665, 2.6502], [8.9121, -0.2554, 3.2117], [8.4642, 1.6212, 3.3594], [10.0135, -0.6123, 1.6615], [9.7182, -0.9307, 4.8361], [7.9826, -0.7936, 3.0720], [3.9672, -8.1834, -1.0106], [3.5523, -9.7142, 0.0984], [5.8268, -8.1655, -1.5448], [2.7819, -8.0613, -2.5353], [3.8001, -7.2982, -0.4079], [1.6927, 1.1689, -12.4655], [2.5345, 0.0565, -13.8060], [-0.2121, 1.3361, -12.7632], [2.0869, 0.5543, -10.6738], [2.1184, 2.1608, -12.5617], [-1.4548, 7.6996, -2.1637], [-1.9689, 6.0095, -2.9565], [-1.6618, 9.1700, -3.4027], [-2.3912, 8.0126, -0.5011], [-0.3993, 7.6308, -1.9247], [0.7402, -2.9343, -4.4207], [1.4772, -4.6768, -4.0102], [-0.9655, -2.6508, -3.5459], [1.9904, -1.5074, -4.0324], [0.5566, -2.9122, -5.4885], [-12.6568, -0.7339, 3.9987], [-13.1224, 1.1438, 4.0206], [-11.4260, -1.1491, 2.5630], [-11.9840, -1.3250, 5.7142], [-13.5685, -1.2864, 3.8061]], "forces_ev_per_angstrom": [[-0.4, -0.2, -1.1], [0.0, 0.4, -0.1], [-0.6, -1.0, 0.7], [-1.5, 0.6, -0.3], [-0.5, -1.4, -0.5], [2.3, -0.4, -0.2], [-0.8, 0.4, 0.4], [0.8, -0.9, 0.8], [0.9, 1.3, -1.2], [-2.0, -2.1, -0.3], [0.5, 0.4, -0.3], [1.2, 0.1, 1.3], [-0.6, -3.0, -5.1], [0.9, 0.0, 2.9], [0.1, 2.5, 1.8], [-0.3, 2.1, 0.3], [0.1, 0.0, 0.5], [0.2, 0.5, -0.1], [0.3, -1.7, -0.5], [0.7, 0.3, 0.2], [1.1, -0.5, 0.4], [-0.3, 0.2, 0.7], [0.3, -0.2, -0.6], [0.3, 0.2, 0.7], [0.4, 0.7, -0.3], [0.3, 0.6, 0.7], [0.0, 0.1, -0.2], [-0.5, -0.4, -0.5], [-0.2, 0.5, -0.8], [-0.9, 0.0, 0.8], [0.0, -0.6, -0.7], [-0.6, -1.0, 0.1], [-0.2, 0.1, 0.0], [0.1, 0.2, 0.0], [0.3, -0.3, -0.2], [-0.6, 0.4, -0.2], [0.1, -0.1, 0.1], [0.0, 0.1, 0.0], [0.0, 0.1, 0.2], [-0.2, -0.2, -0.1], [0.2, -0.2, 0.1], [0.0, 0.1, -0.1], [0.0, 0.0, 0.0], [0.0, -0.1, 0.2], [-0.1, -0.2, -0.2], [0.2, 0.2, 0.0], [-0.1, 0.1, 0.0], [-0.2, 0.0, 0.0], [0.0, -0.2, 0.1], [0.3, 0.1, -0.2], [-0.1, 0.2, 0.1], [-0.1, 0.0, -0.1], [-0.1, 0.0, 0.0], [-0.1, 0.3, -0.1], [-0.2, -0.1, 0.1], [0.4, 0.0, 0.1], [0.0, -0.1, -0.1], [0.1, 0.0, -0.1], [0.0, 0.2, -0.1], [-0.3, 0.0, 0.1], [0.2, 0.0, 0.2], [0.0, -0.1, -0.1], [0.1, 0.1, 0.3], [-0.1, 0.0, 0.1], [-0.1, -0.2, -0.4], [0.2, 0.1, -0.1], [-0.1, 0.1, -0.1], [-0.2, 0.4, 0.0], [-0.1, -0.4, 0.0], [0.2, 0.0, 0.3], [-0.6, 2.0, 0.2], [0.1, -0.1, -0.1], [0.1, 0.0, 0.0], [0.1, -0.3, 0.0], [-0.2, 0.1, 0.3], [-0.1, 0.1, -0.2], [0.1, 0.1, 0.0], [0.0, 0.0, 0.0], [0.1, 0.2, -0.2], [-0.3, 0.0, 0.1], [0.1, -0.1, 0.2], [0.0, -0.1, -0.1], [0.0, 0.0, 0.0], [-0.1, 0.1, 0.2], [0.3, -0.1, 0.1], [-0.1, 0.1, -0.2], [0.0, -0.1, 0.0], [0.0, 0.1, 0.0], [0.0, 0.2, 0.1], [0.0, -0.3, 0.2], [0.1, 0.0, -0.3], [-0.1, 0.0, 0.0], [0.2, 0.0, 0.0], [-0.1, 0.3, 0.1], [0.2, 0.0, -0.1], [-0.2, -0.2, 0.0], [0.0, 0.0, 0.1], [0.0, 0.0, 0.0], [0.0, -0.3, 0.1], [-0.1, 0.1, 0.2], [-0.1, 0.1, -0.3], [0.1, 0.1, 0.0]], "mulliken_charge": [-0.346, -0.546, 0.192, 2.021, -0.212, -0.121, -0.321, 0.083, -0.706, -0.569, 0.218, -0.606, 0.928, -0.444, -0.602, -2.136, 0.150, 0.443, -0.445, 0.259, -0.521, -0.055, 0.112, 0.496, 0.396, 0.415, 0.648, 0.440, 0.398, 0.232, 0.324, 0.871, -0.435, -0.069, 0.068, 0.044, 0.441, -0.155, 0.010, -0.022, 0.160, 0.095, -0.178, -0.046, -0.025, 0.025, 0.231, -0.427, -0.018, 0.002, 0.090, 0.379, -0.378, -0.022, -0.004, 0.001, 0.383, -0.141, -0.004, -0.006, 0.017, 0.119, -0.366, 0.034, 0.027, -0.125, 0.452, -0.407, -0.034, 0.030, -0.065, 0.425, 0.292, 0.005, -0.002, -0.016, -0.281, 0.234, -0.017, -0.008, -0.013, -0.171, -0.214, -0.006, -0.005, 0.026, 0.196, -0.186, -0.044, -0.024, -0.027, 0.213, -0.431, 0.009, -0.001, -0.002, 0.373, -0.315, -0.007, -0.011, -0.008, 0.343], "lumo_energy_ev": -3.06, "e_tot_ev": -2988563.23232, "total_charge": 1, "gap_ev": 8.17, "homo_energy_ev": -11.23}

{"formula": "Cl4H6Si4", "method": "ωB97M-V/def2-TZVPD", "elements": ["Si", "Si", "Si", "Si", "Cl", "Cl", "Cl", "Cl", "H", "H", "H", "H", "H", "H"], "positions_angstrom": [[-1.3018, 1.1176, 1.6451], [-0.5273, -0.9077, -1.9664], [0.8075, 0.3679, 1.1238], [1.3412, -1.2760, -0.4108], [-2.5164, -0.5602, 1.8490], [-0.2679, 0.8290, -2.7912], [1.5689, 2.3582, -0.4406], [3.1078, -0.9615, -1.4287], [-1.0034, 1.5669, 2.9226], [-2.0905, 2.2378, 1.1677], [-1.7679, -0.9894, -1.1375], [-0.6049, -1.5823, -3.2661], [1.6983, 0.4307, 2.4455], [1.5565, -2.6310, 0.2876]], "forces_ev_per_angstrom": [[-0.1, -1.1, -0.7], [0.0, -2.5, 1.4], [0.5, 0.0, 1.4], [-0.4, -0.7, -0.1], [-0.2, 0.1, -0.1], [0.5, 3.3, -0.6], [0.2, 0.4, -0.4], [0.1, 0.1, -0.1], [0.5, 0.5, 2.1], [-0.2, 0.1, -0.9], [0.2, 0.1, -0.3], [0.0, -1.0, 0.3], [-0.8, -0.1, -1.5], [-0.3, 0.8, -0.5]], "mulliken_charge": [0.550, 0.435, 0.034, 0.358, -0.253, -0.146, -0.095, -0.228, -0.180, -0.121, -0.090, -0.144, -0.035, -0.084], "lumo_energy_ev": [0.00, -4.85], "e_tot_ev": -81696.40809, "gap_ev": [6.70, 4.88], "s_squared": 2.01, "multiplicity": 3, "homo_energy_ev": [-6.70, -9.73]}

{"formula": "C6H6", "method": "ωB97M-V/def2-TZVPD", "elements": ["C", "C", "C", "C", "C", "C", "H", "H", "H", "H", "H", "H"], "positions_angstrom": [[-0.4024, 1.1258, 0.7489], [2.5973, -2.0216, 1.8992], [1.7634, -1.5430, 1.0522], [0.8759, -0.8551, 0.4010], [-0.0173, -0.0584, -0.1188], [-0.6873, -0.2151, -1.4600], [-1.3995, 0.9731, 1.1765], [-0.4208, 2.0423, 0.1505], [0.3017, 1.2632, 1.5732], [-0.4075, 0.6153, -2.1204], [-1.7773, -0.1757, -1.3444], [-0.4262, -1.1507, -1.9580]], "forces_ev_per_angstrom": [[0.0, 0.1, 0.1], [-0.3, 0.1, -0.5], [0.2, -0.1, 0.2], [-0.1, 0.1, 0.0], [0.1, -0.1, 0.1], [0.0, -0.1, -0.1], [0.1, 0.0, -0.1], [0.0, -0.1, 0.0], [-0.1, 0.0, -0.1], [0.0, -0.1, 0.2], [0.2, 0.0, 0.1], [0.0, 0.1, 0.1]], "mulliken_charge": [-1.185, -0.771, -0.061, 0.709, 0.601, -1.256, 0.299, 0.320, 0.361, 0.314, 0.323, 0.346], "lumo_energy_ev": -1.15, "e_tot_ev": -6313.80458, "gap_ev": 7.79, "homo_energy_ev": -8.94}

{"formula": "C3H7NOS2", "method": "ωB97M-V/def2-TZVPD", "elements": ["N", "C", "C", "O", "C", "S", "S", "H", "H", "H", "H", "H", "H", "H"], "positions_angstrom": [[0.6796, 0.1556, -1.7542], [-0.5025, 0.6139, -1.0583], [-1.6791, 0.3650, -1.9622], [-2.7750, 0.7679, -1.5724], [-0.9095, -0.2179, 0.2795], [0.2239, 0.1078, 1.6944], [2.0975, -0.7004, 1.2388], [1.0435, -0.6936, -1.2300], [0.7382, 0.0516, -2.8004], [-0.2774, 1.6620, -0.7849], [-1.3477, -0.1406, -2.8665], [-1.9873, 0.1371, 0.4438], [-1.0688, -1.3148, 0.0638], [1.7470, -2.0193, 1.5469]], "forces_ev_per_angstrom": [[2.0, -2.4, 0.8], [0.3, -1.0, 0.2], [-1.7, 2.7, 2.6], [1.2, -1.4, -2.0], [-0.3, 0.5, -1.6], [-0.4, -0.1, -0.2], [-1.3, -1.2, 0.2], [-0.2, 1.5, -1.6], [-0.6, 0.1, 1.8], [-1.1, -0.3, 0.0], [-0.9, -0.4, -0.8], [1.8, -0.1, 0.6], [0.7, 1.0, 0.1], [0.5, 1.1, -0.2]], "mulliken_charge": [-0.527, 0.347, -0.057, -0.499, -0.894, -0.022, -0.231, 0.192, 0.227, 0.214, 0.301, 0.372, 0.392, 0.184], "lumo_energy_ev": 0.31, "smiles": "N[C@@H](C=O)CSS", "e_tot_ev": -28431.08263, "gap_ev": 9.48, "homo_energy_ev": -9.16}

no.,strongest force on any atom (eV Å⁻¹)
1,5.9
2,3.4
3,0.6
4,4.1